1.
82
Properties=species:S:1:pos:R:3 method="wB97M-V/def2-TZVPD" homo_ev=-1.3070 charge=-2 homo_lumo_gap_ha=0.1839 largest_force_ev_per_a=0.9 de_lowest_ev=0.000
Cd 0.5575 0.1787 -0.3611
S 3.3810 -0.0210 -1.6978
C 2.3118 0.6097 -2.8248
N 1.0060 0.7172 -2.6448
C 0.3377 1.1789 -3.7646
C -1.0448 1.2883 -3.8926
C -1.5698 1.7861 -5.0729
C -0.7402 2.1707 -6.1282
C 0.6365 2.0364 -6.0228
C 1.1647 1.5314 -4.8425
S 2.8210 1.1978 -4.4206
H -1.6831 0.9522 -3.0880
H -2.6455 1.8654 -5.1771
H -1.1722 2.5591 -7.0426
H 1.2849 2.3113 -6.8458
N -1.7410 0.5059 2.5475
C -1.7558 -0.7752 2.1908
N -2.4050 -1.6372 2.9851
C -2.3351 -2.8971 2.6192
N -2.9105 -3.8207 3.4619
N -1.8092 -3.3700 1.4792
C -1.2452 -2.4233 0.7435
N -1.1633 -1.1431 1.0238
C -0.6332 -2.8753 -0.5403
C -0.9871 -4.1000 -1.0897
C -0.4066 -4.4843 -2.2831
C 0.5265 -3.6487 -2.8744
C 0.8322 -2.4515 -2.2517
N 0.2560 -2.0668 -1.1129
H -1.7612 0.6726 3.5563
H -1.0365 1.0818 2.0825
H -2.9156 -3.4984 4.4184
H -2.5209 -4.7429 3.3438
H -1.6999 -4.7162 -0.5625
H -0.6732 -5.4279 -2.7433
H 1.0178 -3.9111 -3.8011
H 1.5794 -1.7828 -2.6547
C -5.1363 1.6902 1.5315
N -5.3385 0.6385 0.5256
N -4.6267 0.8888 -0.6561
C -3.9455 -0.2684 -1.0706
O -3.2964 -0.3427 -2.0997
C -4.2580 -1.2554 -0.0513
C -5.0318 -0.6671 0.8835
C -5.5228 -1.2033 2.1807
C -5.1406 1.8780 -1.5228
C -4.3076 2.5123 -2.4369
C -4.8348 3.4622 -3.2985
C -6.1791 3.8038 -3.2450
C -7.0035 3.1776 -2.3203
C -6.4932 2.2109 -1.4679
H -5.3734 2.6501 1.0764
H -4.1035 1.6972 1.8885
H -5.8227 1.5177 2.3581
H -3.9072 -2.2760 -0.0486
H -5.2661 -2.2564 2.2705
H -6.6052 -1.0838 2.2659
H -5.0389 -0.6881 3.0110
H -3.2540 2.2859 -2.4469
H -4.1736 3.9510 -4.0037
H -6.5798 4.5576 -3.9114
H -8.0544 3.4352 -2.2655
H -7.1302 1.7066 -0.7540
C 2.3270 3.3133 -0.7403
As 0.4733 3.6728 -0.3129
C 0.1068 4.8593 -1.8204
C 0.3469 4.9166 1.1604
S -1.1681 2.3496 -0.4656
H 2.8661 4.1988 -0.3977
H 2.4027 3.2211 -1.8236
H 2.7062 2.4331 -0.2342
H 0.8644 5.6404 -1.9135
H -0.8779 5.3053 -1.6862
H 0.0942 4.2440 -2.7209
H 0.5523 5.9208 0.7900
H 1.0470 4.6253 1.9394
H -0.6663 4.8408 1.5485
Se 1.3361 -2.2439 3.3918
Sb 1.6203 0.0657 4.0995
Se 1.3349 1.4907 1.7667
Se 3.7900 0.6509 4.9761
Se -0.2216 0.9110 5.4719



2.
75
Properties=species:S:1:pos:R:3 method="wB97M-V/def2-TZVPD" homo_ev="-10.8162 / -10.7272" charge=+1 s_squared=0.888 homo_lumo_gap_ha="0.2667 / 0.2730" largest_force_ev_per_a=1.3 de_lowest_ev=0.000 spin_multiplicity=2
Fe 0.8519 -0.2278 -0.0033
N -3.2563 1.5860 -1.1320
C -2.3169 0.7762 -0.6024
S -1.4136 1.5334 0.7267
N -2.1638 -0.4026 -1.0814
N -1.0196 -1.0387 -0.6259
C -1.1419 -2.3205 -0.4559
C -2.3583 -3.1393 -0.6632
C -2.9681 -3.2271 -1.9090
C -4.0808 -4.0305 -2.0751
C -4.6018 -4.7348 -0.9979
C -4.0063 -4.6339 0.2483
C -2.8776 -3.8462 0.4100
C 0.0805 -2.9603 0.0681
C 0.2970 -4.3231 0.0059
C 1.4830 -4.8287 0.5238
C 2.3933 -3.9568 1.1036
C 2.1124 -2.5969 1.1049
N 0.9875 -2.1032 0.5829
H -3.4119 2.5097 -0.7700
H -3.7738 1.2662 -1.9337
H -2.5638 -2.6752 -2.7447
H -4.5440 -4.1075 -3.0460
H -5.4679 -5.3637 -1.1328
H -4.4136 -5.1706 1.0911
H -2.4096 -3.7717 1.3770
H -0.4427 -4.9670 -0.4455
H 1.6846 -5.8880 0.4810
H 3.3133 -4.3082 1.5398
H 2.7831 -1.8731 1.5438
C -0.9540 5.3635 -2.4827
Ge 0.7809 5.3637 -1.6130
C 2.1963 5.3323 -2.9412
C 0.9925 6.8712 -0.4107
C 0.8126 3.7593 -0.4723
Se 1.1631 2.0973 -1.4278
C 3.0869 2.2922 -1.4492
H -1.0164 6.1655 -3.2142
H -1.7459 5.5123 -1.7522
H -1.1224 4.4203 -2.9990
H 2.0301 6.1304 -3.6610
H 2.2054 4.3890 -3.4835
H 3.1718 5.4944 -2.4881
H 1.0184 7.8079 -0.9606
H 1.9194 6.7791 0.1497
H 0.1662 6.9166 0.2939
H -0.1766 3.6632 -0.0394
H 1.5263 3.8299 0.3494
H 3.3136 3.3463 -1.5817
H 3.4771 1.7260 -2.2913
H 3.5005 1.9278 -0.5121
O -1.8289 -0.8565 2.3307
B -1.5653 0.4893 2.2342
O -1.3422 1.0952 3.4459
C -1.4414 0.0686 4.3573
C -1.2340 0.1201 5.7135
C -1.3762 -1.0844 6.3996
C -1.7113 -2.2626 5.7406
C -1.8978 -2.2971 4.3583
C -1.7511 -1.1019 3.6946
H -0.9675 1.0375 6.2106
H -1.2162 -1.1028 7.4661
H -1.8245 -3.1715 6.3089
H -2.1331 -3.2107 3.8412
I 2.1198 0.8117 1.9186
C 2.4582 -0.6891 -0.9227
C 3.8378 -0.8087 -0.7987
C 4.5219 -0.9715 -1.9894
C 3.8302 -1.0063 -3.2046
C 2.4578 -0.8731 -3.2005
N 1.8054 -0.7041 -2.0386
H 4.3357 -0.7766 0.1569
H 5.5982 -1.0571 -1.9795
H 4.3559 -1.1265 -4.1389
H 1.8684 -0.8862 -4.1053



3.
73
Properties=species:S:1:pos:R:3 method="wB97M-V/def2-TZVPD" homo_ev="-8.2691 / -8.2568" homo_lumo_gap_ha="0.2983 / 0.2988" largest_force_ev_per_a=0.7
Pd 0.3618 0.7166 0.0778
C 0.9412 -2.1940 2.2483
C 1.7482 -2.1049 0.9991
C 2.7345 -2.9881 0.5325
C 3.2084 -2.4296 -0.6360
C 4.2784 -2.9153 -1.5585
N 2.5247 -1.2910 -0.8460
N 1.6315 -1.0884 0.1520
B 2.6548 -0.2085 -1.9349
N 1.3440 -0.1005 -2.7432
N 0.2520 0.4021 -2.1188
C -0.7013 0.5308 -3.0330
C -2.0395 1.1012 -2.7100
C -0.2157 0.0996 -4.2790
C 1.0880 -0.2825 -4.0520
C 2.1031 -0.8181 -5.0088
N 2.9184 1.1583 -1.2521
N 2.0500 1.7035 -0.3464
C 2.5327 2.8884 0.0303
C 1.8540 3.7737 1.0203
C 3.7399 3.1121 -0.6445
C 3.9441 2.0061 -1.4371
C 5.0722 1.7090 -2.3712
H 1.5003 -2.7105 3.0283
H 0.6877 -1.2049 2.6170
H 0.0054 -2.7391 2.1024
H 3.0725 -3.9012 0.9965
H 4.6691 -3.8608 -1.1854
H 3.9004 -3.0774 -2.5690
H 5.1055 -2.2074 -1.6286
H 3.5636 -0.4861 -2.6740
H -2.1046 1.3904 -1.6639
H -2.2314 1.9895 -3.3138
H -2.8369 0.3850 -2.9189
H -0.7379 0.0854 -5.2232
H 1.6391 -0.9641 -5.9829
H 2.9427 -0.1317 -5.1319
H 2.5064 -1.7748 -4.6744
H 0.9014 3.3733 1.3454
H 2.4857 3.9075 1.9008
H 1.6853 4.7607 0.5860
H 4.3836 3.9731 -0.5594
H 5.7837 2.5329 -2.3406
H 5.5967 0.7933 -2.0964
H 4.7271 1.5922 -3.3992
O -1.4398 -0.2122 0.6881
C -2.2449 0.3759 1.7566
C -1.5572 1.6925 2.1397
O -2.0355 2.3219 3.0634
O -0.5228 2.0182 1.4465
C -2.2703 -0.6146 2.9177
C -3.0088 -1.7867 2.7659
C -2.9780 -2.7798 3.7354
C -2.2172 -2.5961 4.8833
C -1.4983 -1.4200 5.0521
C -1.5213 -0.4337 4.0744
C -3.6620 0.6283 1.2478
C -4.6188 1.1124 2.1394
C -5.9159 1.3403 1.7145
C -6.2823 1.0823 0.3961
C -5.3372 0.5925 -0.4890
C -4.0290 0.3670 -0.0618
H -1.6841 -1.1343 0.5498
H -3.6335 -1.9159 1.8875
H -3.5576 -3.6845 3.6012
H -2.1957 -3.3613 5.6495
H -0.9144 -1.2642 5.9511
H -0.9687 0.4854 4.2227
H -4.3293 1.3206 3.1606
H -6.6464 1.7211 2.4165
H -7.2973 1.2630 0.0658
H -5.6071 0.3851 -1.5171
H -3.2978 -0.0089 -0.7612



4.
76
Properties=species:S:1:pos:R:3 method="wB97M-V/def2-TZVPD" homo_ev="-3.9937 / -4.0075" charge=-1 s_squared=12.011 homo_lumo_gap_ha="0.2180 / 0.2268" largest_force_ev_per_a=2.8 de_lowest_ev=0.000 spin_multiplicity=7
Eu 1.0557 0.5920 0.4788
C -1.7501 -0.4750 3.9673
C -2.1376 0.9614 3.5990
C -0.9611 1.7333 2.9741
N -0.8987 1.7003 1.4929
C -1.8662 2.2803 0.8298
C -2.8314 3.1602 1.5094
C -4.1063 3.4606 1.1594
C -4.8788 2.9725 0.1055
C -4.3410 2.3208 -1.0217
C -3.0519 2.0459 -1.3891
C -1.8529 2.0667 -0.6165
N -0.6775 1.8066 -1.1092
C -0.4565 1.9281 -2.5636
C -0.4295 0.5778 -3.3127
C 0.6440 -0.3610 -2.7614
N 0.3247 -0.9335 -1.4548
C -0.5654 -1.8806 -1.3873
C -1.1085 -2.5081 -2.5701
C -1.3534 -3.8231 -2.7559
C -1.7517 -4.7810 -1.8286
C -2.2115 -4.4271 -0.5667
C -2.0405 -3.2716 0.1494
C -0.9796 -2.2712 -0.0307
N -0.2902 -1.6952 0.9228
C -0.5879 -2.1386 2.3079
C -1.9138 -1.5940 2.9247
H -2.4316 -0.7404 4.7852
H -0.7575 -0.4817 4.3919
H -2.4555 1.4619 4.5413
H -3.0169 1.0013 2.9867
H -0.0383 1.2754 3.3250
H -0.9544 2.7836 3.3377
H -2.4520 3.5354 2.4399
H -4.6253 4.1710 1.8223
H -5.9427 3.1699 0.1380
H -5.0897 1.9463 -1.7293
H -2.8503 1.6619 -2.3998
H 0.5212 2.4090 -2.7242
H -1.1715 2.6296 -3.0616
H -0.3081 0.7558 -4.4018
H -1.3794 0.0945 -3.1537
H 1.5724 0.2429 -2.6850
H 0.8865 -1.1790 -3.4756
H -1.1102 -1.8512 -3.4392
H -1.2226 -4.1966 -3.7582
H -1.8437 -5.8012 -2.1348
H -2.7574 -5.2044 -0.0025
H -2.5514 -3.1760 1.1425
H 0.2647 -1.7954 2.9047
H -0.5485 -3.2469 2.4119
H -2.4820 -2.4437 3.3665
H -2.5660 -1.2653 2.1104
N 3.2669 4.7996 -1.9935
C 2.9087 3.6887 -1.3125
S 1.8920 3.8395 0.0225
N 3.4079 2.5493 -1.8766
N 3.1915 1.4154 -1.1870
C 4.1860 0.5561 -1.3995
C 4.2090 -0.7425 -0.8104
C 5.3001 -1.5930 -1.1059
C 5.3253 -2.8623 -0.5879
C 4.2494 -3.3230 0.2029
C 3.2352 -2.3972 0.4676
N 3.1904 -1.1548 -0.0202
H 2.9579 5.7169 -1.6753
H 3.9156 4.7004 -2.7634
H 4.9705 0.9145 -2.0853
H 6.0712 -1.2372 -1.7797
H 6.1682 -3.5215 -0.8369
H 4.2399 -4.3009 0.6366
H 2.3640 -2.6516 1.0985
O 3.5401 0.6859 3.8706
N 2.8587 0.6237 2.8428
O 3.1311 1.2275 1.7313
O 1.7479 -0.1363 2.7709



5.
68
Properties=species:S:1:pos:R:3 method="wB97M-V/def2-TZVPD" homo_ev="-10.7452 / -10.9011" charge=+1 s_squared=1.139 homo_lumo_gap_ha="0.2150 / 0.2273" largest_force_ev_per_a=1.8 de_lowest_ev=0.000 spin_multiplicity=2
Ir -0.4700 -0.1557 0.5823
C -1.6314 -3.4769 2.3415
C -2.5522 -3.3006 1.1612
C -3.8263 -3.8564 1.1828
C -4.6826 -3.7199 0.1032
C -4.2778 -3.0152 -1.0179
C -3.0101 -2.4483 -1.0888
C -2.6188 -1.6566 -2.3149
C -2.1715 -2.6167 0.0116
N -0.8422 -2.0350 -0.0552
C 0.0360 -2.5517 -0.8622
C -0.0648 -3.9079 -1.4741
C 1.2020 -1.6945 -1.1113
C 2.3421 -2.1637 -1.9511
N 1.1065 -0.5169 -0.5797
C 2.2462 0.3797 -0.5585
C 3.2558 0.1174 0.3670
C 3.1887 -1.0615 1.3040
C 4.3310 0.9954 0.4038
C 4.3805 2.0979 -0.4374
C 3.3484 2.3396 -1.3278
C 2.2562 1.4796 -1.4074
C 1.1628 1.7322 -2.4124
H -1.8334 -4.4248 2.8373
H -1.7880 -2.6821 3.0712
H -0.5789 -3.4600 2.0582
H -4.1404 -4.4096 2.0592
H -5.6696 -4.1613 0.1370
H -4.9522 -2.8952 -1.8569
H -3.4741 -1.0858 -2.6737
H -2.3060 -2.3119 -3.1321
H -1.8112 -0.9506 -2.1193
H -0.9527 -4.4293 -1.1304
H 0.8189 -4.4910 -1.2068
H -0.0927 -3.8487 -2.5644
H 1.9905 -2.3103 -2.9756
H 2.7253 -3.1235 -1.6023
H 3.1533 -1.4418 -1.9601
H 2.1878 -1.1918 1.7203
H 3.8818 -0.9261 2.1315
H 3.4620 -1.9918 0.7983
H 5.1289 0.8180 1.1142
H 5.2260 2.7717 -0.3951
H 3.3816 3.2066 -1.9765
H 0.9577 2.8001 -2.4906
H 0.2368 1.2237 -2.1503
H 1.4615 1.3844 -3.4039
S -1.3855 -0.0144 4.9744
C -1.4628 -0.0671 3.3968
N -1.5708 -0.1282 2.2111
C 1.7366 2.9108 2.3352
C 0.7172 3.6578 1.5314
C 0.6282 5.0317 1.5466
C -0.3594 5.6948 0.8226
C -1.3044 4.9911 0.0748
C -1.2791 3.6171 0.0205
C -2.2844 2.8200 -0.7550
C -0.2368 2.9438 0.7386
N -0.1363 1.6337 0.6541
H 2.5935 3.5437 2.5574
H 2.0819 2.0180 1.8140
H 1.2986 2.5857 3.2831
H 1.3421 5.6002 2.1291
H -0.3999 6.7759 0.8456
H -2.0752 5.5290 -0.4621
H -3.0464 3.4708 -1.1781
H -2.7715 2.0793 -0.1171
H -1.8071 2.2728 -1.5713



6.
70
Properties=species:S:1:pos:R:3 method="wB97M-V/def2-TZVPD" homo_ev=-8.2071 smiles="COc1ccc(N2C(=O)CC[C@H](C(=O)N(C)CCc3ccccn3)[C@H]2c2ccc(OC)c(OC)c2)cc1" homo_lumo_gap_ha=0.3204 largest_force_ev_per_a=0.6 de_lowest_ev=2.735
C 1.7200 3.7644 -4.6885
H 2.4227 3.1669 -5.2773
O 0.5799 3.0197 -4.3343
C 0.7468 1.8850 -3.5976
C 1.9617 1.4276 -3.0997
C 2.0063 0.2774 -2.3302
C 0.8491 -0.4333 -2.0590
C -0.3641 0.0061 -2.5789
C -0.4159 1.1572 -3.3341
H -1.3477 1.5153 -3.7431
H -1.2649 -0.5590 -2.3893
N 0.8742 -1.5806 -1.2168
C 1.6235 -2.6533 -1.5724
O 2.2787 -2.6805 -2.5943
C 1.5091 -3.8406 -0.6379
C 0.1408 -3.8663 0.0240
C -0.0181 -2.6272 0.9032
H 0.6770 -2.7047 1.7383
C -1.4611 -2.5507 1.4070
O -2.3881 -2.8755 0.6894
N -1.6577 -2.0988 2.6683
C -0.6075 -1.6386 3.5494
H 0.0422 -0.9145 3.0556
H -1.0637 -1.1552 4.4105
H 0.0006 -2.4717 3.9147
C -3.0138 -2.0507 3.1798
H -3.0174 -2.4351 4.2036
H -3.6234 -2.6974 2.5453
C -3.6082 -0.6331 3.1465
C -3.7609 -0.1851 1.7226
N -4.8590 -0.5870 1.0990
C -5.0135 -0.2819 -0.1748
C -4.0909 0.4558 -0.9005
C -2.9540 0.8999 -0.2456
C -2.7805 0.5716 1.0884
H -1.9045 0.8922 1.6345
H -2.2169 1.4899 -0.7747
H -4.2569 0.6795 -1.9427
H -5.9238 -0.6459 -0.6330
H -4.5915 -0.6690 3.6148
H -2.9689 0.0588 3.6980
C 0.2621 -1.3455 0.0927
C 1.1522 -0.3408 0.7979
C 2.3125 -0.6984 1.4666
C 3.1340 0.2796 1.9898
C 2.8630 1.6370 1.8387
C 1.7102 2.0100 1.1217
C 0.8789 1.0119 0.6336
H -0.0054 1.2868 0.0840
O 1.4550 3.3438 0.9214
C 0.4054 3.7082 0.0586
H -0.5726 3.4457 0.4755
H 0.4712 4.7916 -0.0334
H 0.5168 3.2504 -0.9300
O 3.7836 2.4528 2.4195
C 3.6918 3.8566 2.3263
H 3.7563 4.1982 1.2913
H 4.5481 4.2325 2.8861
H 2.7700 4.2332 2.7737
H 4.0336 0.0154 2.5226
H 2.5943 -1.7333 1.5799
H -0.7036 -0.8651 -0.1141
H -0.6461 -3.8723 -0.7320
H 0.0251 -4.7635 0.6354
H 1.6848 -4.7406 -1.2282
H 2.3005 -3.7786 0.1139
H 2.9486 -0.0720 -1.9391
H 2.8795 1.9584 -3.2965
H 2.2317 4.1628 -3.8059
H 1.3542 4.5916 -5.2948